Record 1
123
Properties=species:S:1:pos:R:3:lowdin_charge:R:1 method="wB97M-V/def2-TZVPD" homo_energy_ev=-9.75 orbital_gap_ev=7.898 total_charge=0 relative_energy_kcal_mol=19.0
Ag -0.334 -3.247 3.320 0.8273
As -1.390 -0.189 0.840 0.7756
F -0.862 0.678 2.275 -0.2552
F 0.303 -0.564 0.519 -0.2591
F -1.948 -1.023 -0.564 -0.2254
F -2.991 0.275 1.279 -0.2245
F -1.132 1.266 -0.099 -0.2430
F -1.446 -1.675 1.776 -0.2956
C 3.029 2.589 0.189 -0.0702
C 2.526 1.295 0.144 -0.0559
C 3.338 0.289 0.683 -0.0174
C 4.504 0.582 1.379 -0.1537
C 5.036 1.869 1.328 0.0060
C 4.222 2.877 0.812 -0.0605
N 5.241 -0.482 2.074 -0.3427
O 4.722 -1.581 2.172 0.0620
O 6.384 -0.236 2.392 0.0855
H 2.456 3.415 -0.216 0.0985
H 1.578 0.938 -0.228 0.0675
H 2.990 -0.735 0.757 0.1127
H 6.009 2.068 1.751 0.1160
H 4.546 3.887 1.028 0.1115
C -0.539 4.593 -0.168 -0.0612
C -0.604 5.729 -0.990 -0.0504
C -0.635 6.982 -0.413 0.0082
C -0.472 7.126 0.982 -0.1644
C -0.441 6.019 1.766 -0.0134
C -0.448 4.748 1.202 -0.0559
N -0.590 8.423 1.601 -0.3490
O -0.312 9.401 0.914 0.0673
O -0.907 8.545 2.774 0.0749
H -0.618 3.585 -0.551 0.0792
H -0.773 5.590 -2.049 0.1059
H -0.748 7.918 -0.945 0.1168
H -0.396 6.117 2.844 0.1225
H -0.392 3.875 1.839 0.1055
C -0.090 -5.264 -1.675 -0.0772
C -0.930 -4.222 -1.226 -0.0715
C -2.128 -3.992 -1.883 -0.0030
C -2.554 -4.873 -2.888 -0.1341
C -1.801 -5.976 -3.226 0.0000
C -0.551 -6.148 -2.630 -0.0694
N -3.913 -4.747 -3.439 -0.3405
O -4.348 -3.617 -3.575 0.0768
O -4.469 -5.763 -3.805 0.0861
H 0.898 -5.296 -1.236 0.1048
H -0.653 -3.517 -0.454 0.0886
H -2.744 -3.162 -1.569 0.1012
H -2.160 -6.694 -3.949 0.1209
H 0.178 -6.819 -3.067 0.1084
C -5.930 1.387 -2.311 -0.0613
C -4.969 0.553 -1.681 -0.0386
C -4.147 -0.166 -2.511 -0.0301
C -4.262 -0.166 -3.892 -0.1751
C -5.191 0.673 -4.466 -0.0164
C -5.986 1.516 -3.682 -0.0675
N -3.351 -0.910 -4.715 -0.3435
O -2.531 -1.626 -4.190 0.0696
O -3.455 -0.823 -5.930 0.0770
H -6.650 1.919 -1.700 0.1043
H -4.982 0.395 -0.614 0.1009
H -3.404 -0.775 -2.013 0.0867
H -5.354 0.742 -5.534 0.1229
H -6.729 2.198 -4.070 0.1072
C -2.114 2.421 -4.783 -0.0458
C -1.286 3.015 -5.740 -0.0495
C 0.059 3.271 -5.474 0.0066
C 0.592 2.875 -4.259 -0.1421
C -0.238 2.357 -3.272 -0.0278
C -1.567 2.098 -3.538 -0.0456
N 1.980 3.205 -3.955 -0.3412
O 2.649 3.720 -4.821 0.0935
O 2.406 2.956 -2.840 0.0606
H -3.184 2.349 -4.914 0.0936
H -1.683 3.340 -6.692 0.1070
H 0.587 3.808 -6.248 0.1202
H 0.197 2.043 -2.333 0.0891
H -2.229 1.735 -2.763 0.0986
C -0.542 -2.164 8.713 -0.0477
C -0.529 -1.821 7.231 -0.1991
O -1.760 -1.156 6.883 0.0665
C -2.167 -1.265 5.635 -0.5968
O -1.680 -1.967 4.771 0.0268
O -3.260 -0.567 5.492 0.0397
C -3.909 -0.488 4.221 -0.0049
H -0.992 -1.397 9.344 0.0835
H 0.483 -2.345 9.024 0.0803
H -1.233 -2.990 8.891 0.0817
H -0.305 -2.659 6.570 0.1088
H 0.249 -1.094 6.975 0.1284
H -3.887 0.557 3.907 0.1004
H -4.946 -0.781 4.367 0.1026
H -3.345 -1.033 3.471 0.0659
C 4.437 -3.912 4.994 -0.0522
C 3.403 -3.171 5.848 -0.2088
O 3.183 -1.804 5.524 0.0675
C 2.404 -1.447 4.539 -0.6164
O 1.677 -2.198 3.910 0.0302
O 2.516 -0.157 4.363 0.0343
C 1.611 0.592 3.552 -0.0118
H 5.480 -3.625 5.086 0.0833
H 4.065 -3.836 3.969 0.0729
H 4.393 -4.969 5.264 0.0794
H 3.847 -3.091 6.841 0.1237
H 2.543 -3.830 5.950 0.1169
H 1.208 -0.117 2.828 0.0618
H 2.092 1.422 3.046 0.0966
H 0.780 0.958 4.154 0.0973
C 1.223 -0.584 -2.442 -0.0482
C 1.261 -1.816 -3.320 -0.1809
O 2.624 -2.128 -3.648 0.0110
C 3.052 -1.580 -4.807 -0.6029
O 2.478 -0.778 -5.472 0.1560
O 4.272 -2.007 -5.125 0.0020
C 5.173 -2.510 -4.143 -0.0453
H 1.420 0.324 -3.006 0.0641
H 1.811 -0.720 -1.539 0.0595
H 0.185 -0.474 -2.106 0.0673
H 0.593 -1.720 -4.174 0.1282
H 0.993 -2.690 -2.719 0.1085
H 4.919 -3.509 -3.783 0.0899
H 5.193 -1.877 -3.257 0.0962
H 6.120 -2.543 -4.671 0.0942

Record 2
103
Properties=species:S:1:pos:R:3:mulliken_spin:R:1 method="wB97M-V/def2-TZVPD" homo_energy_ev="-15.09 / -15.13" orbital_gap_ev="3.533 / 4.230" multiplicity=2 total_charge=+3
Re 0.680 -0.472 0.416 1.0069
C -2.846 -0.072 4.598 -0.0010
C -1.524 -0.222 3.954 0.0195
C -0.381 -0.707 4.570 0.0112
C 0.639 -0.660 3.618 -0.0112
N 0.094 -0.244 2.450 0.0816
N -1.210 0.071 2.668 -0.0230
B -1.867 1.153 1.755 0.0292
N -2.658 0.604 0.556 0.0055
N -2.264 0.825 -0.716 -0.0369
C -3.320 0.567 -1.501 0.0073
C -4.404 0.126 -0.709 -0.0573
C -3.969 0.223 0.590 0.0013
C -4.789 0.003 1.800 -0.0004
C -3.566 0.897 -2.894 0.0024
C -3.491 2.228 -3.343 0.0017
C -4.032 2.578 -4.564 0.0001
C -4.611 1.611 -5.383 -0.0007
C -4.668 0.285 -4.958 -0.0004
C -4.170 -0.066 -3.722 0.0006
N -0.709 2.047 1.258 0.0002
N 0.430 1.565 0.718 -0.0276
C 1.281 2.597 0.499 0.0087
C 0.641 3.763 0.920 -0.0007
C -0.610 3.383 1.382 0.0021
C -1.679 4.250 1.911 0.0001
C 2.642 2.487 -0.013 -0.0224
C 3.378 1.294 -0.013 0.0411
C 4.709 1.280 -0.390 0.0034
C 5.336 2.450 -0.794 -0.0009
C 4.612 3.631 -0.836 0.0024
C 3.286 3.652 -0.452 -0.0060
C 2.059 -0.863 3.849 -0.0019
C 2.517 -1.700 4.872 -0.0012
C 3.870 -1.827 5.111 0.0011
C 4.789 -1.142 4.326 0.0020
C 4.346 -0.288 3.326 0.0012
C 2.992 -0.130 3.106 0.0195
H -2.719 -0.075 5.678 0.0003
H -3.506 -0.902 4.344 0.0022
H -3.334 0.853 4.308 0.0005
H -0.297 -1.002 5.595 0.0001
H -2.594 1.792 2.428 -0.0006
H -5.387 -0.118 -1.054 -0.0001
H -5.834 -0.065 1.510 0.0004
H -4.687 0.825 2.502 -0.0005
H -4.518 -0.917 2.312 -0.0005
H -3.092 2.985 -2.684 0.0001
H -4.046 3.611 -4.876 0.0000
H -5.035 1.890 -6.335 0.0000
H -5.123 -0.462 -5.587 0.0000
H -4.238 -1.085 -3.372 0.0000
H 1.035 4.755 0.927 0.0000
H -1.402 5.295 1.809 0.0000
H -1.849 4.043 2.965 0.0002
H -2.614 4.070 1.386 0.0001
H 2.935 0.352 0.332 0.0127
H 5.277 0.361 -0.349 0.0000
H 6.380 2.438 -1.068 0.0003
H 5.080 4.545 -1.164 0.0000
H 2.739 4.578 -0.499 0.0000
H 1.811 -2.246 5.477 0.0001
H 4.213 -2.455 5.918 0.0000
H 5.844 -1.262 4.510 0.0001
H 5.059 0.277 2.745 0.0000
H 2.631 0.620 2.415 -0.0148
C 0.854 -4.282 -0.993 -0.0021
As 1.146 -2.383 -1.336 -0.0318
C 3.039 -2.494 -1.843 -0.0020
C 0.053 -2.029 -2.925 0.0200
C -0.322 -3.032 -3.811 0.0008
C -1.065 -2.719 -4.939 -0.0007
C -1.428 -1.408 -5.195 -0.0007
C -1.079 -0.402 -4.303 -0.0031
C -0.370 -0.719 -3.154 -0.0122
As 0.396 0.630 -1.974 -0.0349
C -0.214 2.455 -2.281 -0.0004
C 2.035 0.818 -3.028 0.0097
H -0.191 -4.519 -0.785 0.0004
H 1.480 -4.609 -0.163 -0.0003
H 1.180 -4.831 -1.882 -0.0012
H 3.504 -3.239 -1.193 0.0001
H 3.570 -1.550 -1.718 -0.0008
H 3.124 -2.834 -2.878 -0.0004
H -0.029 -4.060 -3.639 0.0004
H -1.351 -3.502 -5.625 -0.0001
H -1.975 -1.165 -6.094 -0.0001
H -1.368 0.624 -4.503 0.0002
H -1.012 2.747 -1.604 0.0013
H -0.550 2.519 -3.319 -0.0015
H 0.651 3.110 -2.152 -0.0002
H 2.729 1.539 -2.599 -0.0011
H 2.554 -0.125 -3.189 0.0020
H 1.708 1.198 -4.003 -0.0003
C 1.887 -4.267 2.807 -0.0008
C 0.980 -3.256 2.182 0.0046
N -0.311 -3.350 2.482 0.0023
O 1.429 -2.389 1.409 -0.0064
H 1.665 -5.265 2.426 0.0001
H 2.925 -4.025 2.597 -0.0006
H 1.734 -4.289 3.885 0.0003
H -0.654 -4.080 3.088 -0.0002
H -0.988 -2.698 2.109 0.0019